{
  "formula": "C20H32B2I2N4O8S",
  "method": "wB97M-V/def2-TZVPD",
  "symbols": ["C", "C", "C", "B", "O", "O", "C", "C", "B", "O", "N", "C", "C", "S", "O", "O", "O", "C", "C", "I", "C", "C", "C", "O", "C", "C", "O", "I", "H", "H", "H", "H", "H", "H", "H", "H", "H", "H", "H", "H", "H", "H", "H", "H", "H", "H", "H", "H", "H", "H", "H", "C", "C", "N", "H", "H", "H", "C", "C", "N", "H", "H", "H", "C", "C", "N", "H", "H", "H"],
  "coordinates": [[2.669, 1.825, 0.867], [1.716, 1.160, 0.565], [0.684, 0.146, 0.298], [0.781, -0.206, -1.278], [-0.284, -0.817, -1.925], [1.931, 0.087, -1.961], [1.765, 1.231, -2.837], [-0.710, 0.856, 0.550], [-0.700, 2.130, 1.562], [-1.275, 3.292, 1.049], [-0.191, 2.129, 2.931], [-1.268, 2.245, 3.943], [0.680, 3.329, 3.072], [-2.059, -0.177, 1.093], [-2.821, -0.659, -0.021], [-2.815, 0.586, 2.047], [-1.369, -1.356, 1.892], [-0.338, -1.998, 1.071], [-0.336, -3.458, 1.524], [0.117, -3.740, 3.614], [0.380, -4.467, 0.631], [-0.034, -4.359, -0.850], [0.923, -1.111, 1.219], [0.912, -0.651, 2.545], [2.259, -1.738, 0.781], [3.107, -2.410, 1.839], [3.280, -3.569, 1.962], [4.241, -1.115, 3.193], [3.498, 2.413, 1.183], [-0.857, -0.207, -2.404], [2.740, 1.695, -2.946], [1.084, 1.944, -2.374], [1.352, 0.907, -3.790], [-1.051, 1.236, -0.416], [-0.815, 3.589, 0.255], [-1.701, 1.269, 4.157], [-2.083, 2.900, 3.616], [-0.828, 2.613, 4.868], [0.129, 4.154, 3.531], [1.548, 3.094, 3.693], [1.052, 3.692, 2.114], [-0.739, -1.993, 0.055], [-1.391, -3.733, 1.489], [0.069, -5.457, 0.967], [1.465, -4.430, 0.686], [-1.083, -4.628, -0.983], [0.577, -5.029, -1.450], [0.146, -3.354, -1.238], [1.746, -0.211, 2.754], [2.913, -0.988, 0.326], [2.071, -2.465, -0.014], [-4.539, 3.692, 0.675], [-4.607, 5.040, 0.134], [-4.660, 6.103, -0.297], [-4.688, 3.695, 1.754], [-5.304, 3.053, 0.236], [-3.569, 3.243, 0.480], [-1.365, -6.616, -4.316], [-0.173, -6.838, -3.513], [0.766, -7.014, -2.878], [-1.315, -7.181, -5.246], [-2.257, -6.928, -3.776], [-1.471, -5.561, -4.565], [2.319, 5.551, -3.595], [1.409, 4.453, -3.883], [0.691, 3.586, -4.111], [1.843, 6.508, -3.801], [2.619, 5.539, -2.549], [3.216, 5.478, -4.207]],
  "forces_ev_per_angstrom": [[-0.140, 0.074, -0.016], [0.296, -0.567, 0.342], [-0.359, 0.385, -0.520], [0.218, -0.485, -0.371], [0.068, 0.584, 0.338], [-0.202, 0.409, 0.217], [0.000, -0.689, 0.366], [0.684, -0.197, 0.067], [-0.390, -0.185, 0.439], [0.899, -0.046, 0.042], [-0.166, 0.914, -0.311], [0.083, -0.742, 0.099], [-0.140, -0.114, 0.097], [-1.234, 0.616, 0.197], [0.604, -0.454, -0.207], [0.422, -0.013, 0.199], [0.015, 0.363, -0.784], [-0.066, -0.532, 0.857], [-0.248, -0.051, -0.155], [0.043, -0.005, -0.180], [-0.128, -0.175, -0.555], [0.318, 0.230, 0.330], [-0.135, 1.232, 0.226], [0.247, -0.681, 0.123], [0.146, -0.114, -0.393], [-0.088, -0.510, 0.162], [0.011, 0.039, -0.136], [-0.110, 0.148, -0.163], [-0.026, 0.064, -0.082], [-0.153, -0.331, -0.152], [-0.008, 0.003, -0.147], [0.042, 0.126, -0.088], [0.099, 0.139, -0.104], [-0.252, -0.071, 0.054], [-0.504, -0.012, -0.246], [0.039, -0.005, -0.092], [0.099, 0.176, 0.121], [-0.054, 0.097, 0.002], [0.067, 0.082, -0.032], [-0.051, -0.046, 0.058], [0.046, -0.094, -0.017], [0.416, -0.016, -0.150], [-0.024, 0.091, 0.092], [0.219, -0.004, 0.183], [-0.023, 0.054, 0.307], [-0.035, 0.154, -0.083], [-0.067, -0.137, 0.066], [-0.198, -0.022, -0.118], [-0.078, 0.188, -0.057], [-0.161, 0.218, 0.169], [0.052, -0.184, 0.154], [-0.042, -0.381, 0.111], [-0.020, 0.018, -0.005], [0.029, -0.002, -0.007], [0.009, 0.113, -0.002], [-0.047, 0.111, -0.064], [0.037, 0.093, 0.000], [-0.252, 0.060, -0.163], [0.034, -0.061, -0.009], [-0.004, -0.032, -0.047], [0.086, -0.031, 0.029], [0.059, -0.025, 0.072], [0.081, 0.015, 0.052], [0.195, 0.239, 0.058], [-0.057, 0.007, -0.055], [-0.021, 0.180, -0.057], [-0.081, -0.051, -0.025], [-0.057, -0.077, 0.006], [-0.041, -0.080, -0.040]],
  "total_energy_ha": -2645.51147,
  "smiles": "C#C[C@]1(B(O)OC)[C@H](B(O)N(C)C)S(=O)(=O)O[C@H]([C@H](I)CC)[C@@]1(O)CC(=O)I.CC#N.CC#N.CC#N",
  "homo_lumo_gap_ha": 0.3193,
  "largest_force_ev_per_a": 1.4,
  "e_homo_ev": -8.79,
  "e_lumo_ev": -0.1
}